Here is a molecular structure, C29H23F3N5O8STm from the OMol25 dataset. Energies are from the ωB97M-V functional and the def2-TZVPD basis.

The gap between HOMO and LUMO (spin up / spin down) comes out at 8.11 / 8.11 eV. For the largest force on an atom, the calculation gives 0.94 eV/A. The value obtained for the total energy is -102794.2693 eV. The value obtained for the LUMO energy (spin up / spin down) is -0.00433 / -0.00426 Ha. Its expectation value of S² is 2.00. The HOMO energy (spin up / spin down) comes out at -8.227 / -8.227 eV.

The geometry in ORCA input format:
```
! wB97M-V def2-TZVPD RIJCOSX def2/J DEFGRID3
* xyz 0 3
Tm -0.09844 -0.66414 -0.37114
O -0.40415 2.47452 2.42769
S -0.87522 1.20367 1.96367
O 0.07121 0.07812 1.92640
N -1.37239 1.20600 0.46450
C -1.90186 2.34405 -0.15207
C -2.60998 3.34917 0.45206
C -3.10010 4.43958 -0.30189
C -2.89331 4.51764 -1.64587
C -2.17978 3.48575 -2.30488
C -1.90150 3.50037 -3.69062
C -1.19609 2.47625 -4.24682
C -0.77052 1.41663 -3.42038
N -1.01067 1.36194 -2.13600
C -1.70046 2.38948 -1.56315
C -2.18242 0.72557 3.03473
C -2.68631 -0.56838 2.97813
C -3.74075 -0.91183 3.80637
C -4.27795 0.02853 4.67792
C -3.76111 1.31585 4.73024
C -2.70566 1.67464 3.90427
H -2.78020 3.32088 1.52033
H -3.64867 5.22341 0.20634
H -3.26295 5.35800 -2.22097
H -2.24973 4.33252 -4.29217
H -0.96288 2.45740 -5.30371
H -0.22721 0.57189 -3.83248
H -2.25226 -1.29726 2.30497
H -4.14092 -1.91759 3.77578
H -5.10177 -0.24704 5.32471
H -4.17344 2.04072 5.42049
H -2.26843 2.66438 3.94197
O 2.00411 -1.33483 0.53583
C 2.24179 -1.95321 1.56857
C 1.30823 -2.70063 2.37302
C 1.77860 -3.18579 3.59488
C 0.93548 -3.85765 4.43570
C -0.39641 -4.09300 4.07239
C -0.86676 -3.64167 2.87137
C -0.04481 -2.90856 1.97716
O -0.52198 -2.46640 0.86952
N 1.42752 -4.34393 5.72575
O 2.58868 -4.12970 6.01457
O 0.64118 -4.93512 6.44208
H 3.27170 -1.93837 1.95458
H 2.80961 -3.02691 3.88834
H -1.03314 -4.64023 4.75351
H -1.88809 -3.83846 2.56400
O -3.78588 -0.42650 -0.22976
C -2.70126 -0.69851 -0.18702
N 1.65548 0.61351 -1.35513
C 2.46488 0.64639 -2.17370
N 3.34045 0.68192 -3.14918
C 4.73748 1.07150 -2.94812
C 5.62096 0.02866 -3.59693
O 5.26483 -0.15491 -4.95721
C 3.93530 -0.64185 -5.08231
C 2.93697 0.34734 -4.52510
H 4.94049 1.15048 -1.88179
H 4.90477 2.04395 -3.41593
H 5.53055 -0.91946 -3.05417
H 6.65930 0.35248 -3.57683
H 3.83630 -1.59850 -4.55837
H 3.75206 -0.79859 -6.14306
H 1.93984 -0.08986 -4.49184
H 2.92996 1.25895 -5.12664
F -1.06277 -1.46224 -2.27603
C 0.28382 -1.69762 -2.93515
F 0.02941 -2.79354 -3.64141
F 0.89723 -2.26986 -1.71405
*
```

***

Here is a molecular structure, C44H38As2LiO4PSSe from the OMol25 dataset. Energies are from the ωB97M-V functional and the def2-TZVPD basis.

The gap between HOMO and LUMO comes out at 5.80 eV. For the largest force on an atom, the calculation gives 0.18 eV/A. The value obtained for the total energy is -261789.0158 eV. The value obtained for the LUMO energy is 0.13817 Ha. The HOMO energy comes out at -2.039 eV.

The geometry in ORCA input format:
```
! wB97M-V def2-TZVPD RIJCOSX def2/J DEFGRID3
* xyz -2 1
Li 1.68061 0.14851 0.28300
S 1.01358 -2.08069 1.03532
C 1.09352 -1.64818 2.73465
C 1.86230 -2.41540 3.62725
C 1.94509 -2.10341 4.97266
C 1.27024 -1.00042 5.48113
C 0.50323 -0.22860 4.61937
C 0.39358 -0.54638 3.26954
As -0.64815 0.51980 2.00233
C -2.35379 -0.45507 2.13366
C -3.54922 0.23711 1.93953
C -4.76607 -0.42990 1.88058
C -4.80509 -1.81369 1.99789
C -3.61914 -2.51425 2.17885
C -2.40426 -1.84225 2.25055
C -1.14964 2.05199 3.11948
C -2.05938 2.01860 4.17613
C -2.37112 3.17463 4.87844
C -1.77388 4.37990 4.52681
C -0.87393 4.42245 3.47170
C -0.56153 3.26634 2.76297
H 2.40534 -3.26378 3.22894
H 2.55577 -2.71792 5.62644
H 1.34465 -0.73967 6.53063
H -0.00937 0.64363 5.00478
H -3.53088 1.31688 1.82974
H -5.68143 0.13080 1.72649
H -5.75093 -2.34067 1.94301
H -3.63453 -3.59531 2.26067
H -1.48483 -2.40351 2.36470
H -2.53427 1.08086 4.44507
H -3.08026 3.13563 5.69812
H -2.01742 5.28521 5.07227
H -0.41117 5.35952 3.18622
H 0.12981 3.30828 1.92411
C -3.68067 -0.71569 -1.58775
C -4.23983 -0.90838 -2.99204
As -6.08778 -0.24307 -3.13048
C -6.19580 -0.32999 -5.08983
C -6.03915 0.76941 -5.92908
C -6.12328 0.62457 -7.30877
C -6.35924 -0.62153 -7.87033
C -6.51514 -1.72552 -7.04281
C -6.44038 -1.57601 -5.66567
C -5.73969 1.66738 -2.92932
C -4.49070 2.25409 -3.11817
C -4.31728 3.61860 -2.92325
C -5.39378 4.41347 -2.55529
C -6.64469 3.83969 -2.37174
C -6.81081 2.47231 -2.54787
P -1.83618 -0.71879 -1.33086
C -1.32283 0.49755 -2.59835
C -1.28865 0.26326 -3.97748
C -0.94492 1.27902 -4.85414
C -0.59733 2.53556 -4.36159
C -0.57690 2.76400 -2.99665
C -0.93934 1.74631 -2.11977
C -1.32082 -2.29500 -2.09887
C -0.00514 -2.42106 -2.55159
C 0.46866 -3.63784 -3.01457
C -0.35649 -4.75563 -3.02708
C -1.65790 -4.64751 -2.56090
C -2.13352 -3.42761 -2.09687
H -4.11029 -1.43583 -0.88504
H -3.96491 0.26355 -1.18816
H -4.25525 -1.96261 -3.27544
H -3.64532 -0.38773 -3.74108
H -5.83622 1.74561 -5.50624
H -5.99154 1.49055 -7.94615
H -6.41714 -0.73371 -8.94592
H -6.69413 -2.70490 -7.46987
H -6.56794 -2.44602 -5.02950
H -3.62758 1.66504 -3.40269
H -3.32942 4.04335 -3.04838
H -5.25273 5.47508 -2.39557
H -7.48748 4.45160 -2.07350
H -7.78378 2.02371 -2.37703
H -1.51753 -0.72455 -4.36225
H -0.92615 1.08606 -5.92098
H -0.29765 3.31907 -5.04836
H -0.21823 3.69316 -2.57282
H -0.85831 1.93715 -1.05660
H 0.65383 -1.55954 -2.52408
H 1.49495 -3.71429 -3.35173
H 0.01927 -5.70794 -3.38161
H -2.30553 -5.51668 -2.54917
H -3.14545 -3.36561 -1.71362
O 3.49690 3.35637 -0.65732
Se 2.13999 2.56944 -0.25020
O 2.24547 1.81406 1.22681
O 1.85036 1.25358 -1.23662
O 0.83331 3.55963 -0.26756
*
```

***

Here is 13 unconnected molecules or ions with the total composition C8H22B2O27 at a distorted geometry from the OMol25 dataset. Energies are from the ωB97M-V functional and the def2-TZVPD basis.

The gap between HOMO and LUMO (spin up / spin down) comes out at 7.07 / 3.00 eV. For the largest force on an atom, the calculation gives 5.79 eV/A. The value obtained for the total energy is -65298.4541 eV. The value obtained for the LUMO energy (spin up / spin down) is -0.04855 / -0.19803 Ha. Its expectation value of S² is 0.76. The HOMO energy (spin up / spin down) comes out at -8.386 / -8.386 eV.

The geometry in ORCA input format:
```
! wB97M-V def2-TZVPD RIJCOSX def2/J DEFGRID3
* xyz -1 2
O 2.81381 -1.24434 -0.03962
C 1.63138 -0.91169 -0.30973
O 0.55432 -1.49108 0.02624
B -0.60617 -0.69375 -0.31518
O -0.08789 0.30719 -1.24210
C 1.19447 0.20146 -1.30099
O 2.00300 0.86880 -2.01332
O -1.22114 0.02006 0.84163
C -2.53309 -0.31380 0.83458
O -3.38772 0.12113 1.57592
C -2.79376 -1.39344 -0.22095
O -1.65373 -1.61108 -0.85084
O -3.79588 -2.06545 -0.42076
O -4.09878 3.43906 0.26824
C -3.01693 3.40839 0.92646
O -1.76883 3.43199 0.36167
B -0.80713 3.58185 1.42944
O -1.56747 3.53620 2.69200
C -2.82848 3.45351 2.45907
O -3.76217 3.41942 3.26429
O 0.23635 2.56589 1.40669
C 1.45801 3.13329 1.46836
O 2.56740 2.63484 1.55475
C 1.25648 4.65180 1.50829
O -0.03964 4.84956 1.35035
O 2.15392 5.49078 1.49981
O 0.57895 -4.64420 -0.90709
H -0.04833 -3.98520 -0.60965
H 1.18629 -4.74546 -0.17420
O -2.68089 1.76255 -2.10139
H -1.90694 1.40922 -1.66276
H -3.13553 2.26035 -1.42189
O 4.76981 0.55742 -0.33873
H 4.50652 1.40701 -0.69245
H 3.94856 0.07800 -0.22950
O -5.14080 0.65930 3.78758
H -4.38624 0.46936 3.23009
H -5.02281 1.57278 4.04810
O 4.12656 -2.61940 2.65326
H 3.98221 -1.67956 2.54333
H 3.55886 -3.02748 1.99949
O 3.32589 -4.22824 0.24227
H 3.06269 -4.13389 -0.67318
H 3.64386 -5.12861 0.30899
O 0.86126 1.97272 -4.73013
H 1.70951 1.67290 -4.40331
H 0.53729 2.56348 -4.05022
O -5.39289 -2.25449 -2.75978
H -4.79894 -1.84265 -3.38735
H -4.93730 -2.19027 -1.92041
O 4.01468 0.78506 -3.94825
H 4.36915 -0.02816 -4.30776
H 3.71648 0.54920 -3.06979
O 5.44724 -2.05089 -0.41368
H 5.32026 -1.18038 -0.79094
H 4.56788 -2.33484 -0.16400
O -4.26619 -3.58078 2.32630
H -3.93035 -4.14451 3.02319
H -3.48736 -3.31087 1.83968
*
```

***

Here is a single C5H7NS2 molecule at a distorted geometry from the OMol25 dataset. Energies are from the ωB97M-V functional and the def2-TZVPD basis.

The gap between HOMO and LUMO comes out at 7.12 eV. For the largest force on an atom, the calculation gives 3.54 eV/A. The value obtained for the total energy is -28455.8192 eV. As for the structure (SMILES): C/C=C/S/N=C\C=S. The value obtained for the LUMO energy is -0.04010 Ha. The HOMO energy comes out at -8.213 eV.

The geometry in ORCA input format:
```
! wB97M-V def2-TZVPD RIJCOSX def2/J DEFGRID3
* xyz 0 1
C -0.29382 -0.80076 -3.30536
C -0.73210 -0.74194 -1.90651
C 0.04740 -0.13746 -0.98296
S -0.65545 -0.20582 0.65431
N 0.57243 0.30061 1.51028
C 0.84282 0.74938 2.67589
C 0.14266 1.04125 3.91606
S -1.25780 0.55549 4.57090
H -1.06141 -0.80590 -4.04647
H 0.38995 -0.11594 -3.66355
H 0.21702 -1.82053 -3.46813
H -1.66488 -1.29030 -1.66899
H 0.86210 0.47263 -1.35688
H 1.82156 1.05568 2.68773
H 0.76952 1.74359 4.38369
*
```